[1]
Computed, not measured: a molecular structure, C6H6, with ωB97M-V/def2-TZVPD.

The geometry in ORCA input format:
```
! RIJCOSX wB97M-V def2-TZVPD def2/J DEFGRID3
* xyz 0 1
C 1.528 0.324 -0.962
C 0.176 0.214 -0.346
C -1.020 0.765 -0.559
C -1.927 0.160 0.532
C -0.837 -0.654 1.058
C 0.350 -1.013 1.057
H 2.320 0.698 -0.300
H 1.898 -0.576 -1.471
H 1.340 1.088 -1.724
H -2.780 -0.400 0.139
H -2.291 0.915 1.234
H 1.242 -1.522 1.343
*
```

Its HOMO energy is -0.2747 Eh. The value obtained for the orbital gap is 7.8 eV. The calculation puts the lowest unoccupied orbital energy at 0.342 eV. Its maximum force is 0.60 eV/Å.


[2]
Computed, not measured: 2 unconnected molecules or ions with the total composition C6H8OS2 at a distorted geometry, with ωB97M-V/def2-TZVPD.

The geometry in ORCA input format:
```
! RIJCOSX wB97M-V def2-TZVPD def2/J DEFGRID3
* xyz 0 1
C 2.759 -0.176 0.905
C 1.741 0.186 -0.022
C 2.334 -1.069 1.833
C 0.588 -0.445 0.264
C -2.226 0.822 -0.480
C -1.535 -0.357 -1.094
O -1.945 1.018 0.874
S 0.674 -1.493 1.609
S -1.024 -0.329 -2.737
H 3.757 0.222 0.874
H 1.890 0.869 -0.837
H 2.884 -1.512 2.638
H -1.928 1.748 -0.981
H -3.316 0.686 -0.627
H -1.821 -1.344 -0.763
H -2.051 0.189 1.357
H -0.782 0.985 -2.811
*
```

Its HOMO energy (alpha / beta) is -0.3070 / -0.3006 Eh. The value obtained for the orbital gap (alpha / beta) is 8.1 / 7.9 eV. The calculation puts the lowest unoccupied orbital energy (alpha / beta) at -0.217 / -0.268 eV. Its maximum force is 3.43 eV/Å.


[3]
Computed, not measured: a molecular structure, C7H16Cl2O3PTl at a distorted geometry, with ωB97M-V/def2-TZVPD.

The geometry in ORCA input format:
```
! RIJCOSX wB97M-V def2-TZVPD def2/J DEFGRID3
* xyz 2 1
C -3.688 1.626 4.821
C -2.825 1.476 3.643
H -3.790 2.696 5.012
H -3.257 1.105 5.681
H -4.659 1.180 4.585
O -2.524 2.163 2.731
Cl -2.733 -0.882 3.351
Tl -0.604 0.240 2.750
P -1.720 0.098 -1.506
C -2.237 1.194 -2.880
C -1.989 -1.496 -2.373
H -3.165 -0.424 0.359
H -4.095 0.140 -1.075
H -3.216 1.309 -0.043
C -3.209 0.297 -0.457
H -1.941 -2.300 -1.636
H -2.954 -1.476 -2.886
H -3.225 0.880 -3.230
H -1.516 1.120 -3.700
H -1.182 -1.628 -3.099
H -2.279 2.229 -2.531
C 0.575 1.163 -1.023
O 1.577 1.671 -0.930
Cl -0.874 -1.797 0.662
C 2.924 -1.158 -0.181
O 1.822 -0.741 0.619
H 2.780 -0.941 -1.256
H 3.114 -2.239 -0.063
H 3.797 -0.592 0.180
H 1.018 -1.331 0.480
*
```

Its HOMO energy (alpha / beta) is -0.5874 / -0.5874 Eh. The value obtained for the orbital gap (alpha / beta) is 4.7 / 4.7 eV. The calculation puts the lowest unoccupied orbital energy (alpha / beta) at -11.246 / -11.242 eV. Its maximum force is 3.95 eV/Å.


[4]
Computed, not measured: 2 unconnected molecules or ions with the total composition C4H4N2S at a distorted geometry, with ωB97M-V/def2-TZVPD.

The geometry in ORCA input format:
```
! RIJCOSX wB97M-V def2-TZVPD def2/J DEFGRID3
* xyz 0 3
C -3.306 -0.249 -0.002
C 0.096 -0.781 -0.492
C 0.503 0.712 -0.383
C -1.916 -0.186 0.225
N -4.405 -0.265 -0.188
N -1.066 -1.210 -0.122
S -1.177 1.473 0.105
H 0.834 -1.629 -0.664
H 1.279 0.935 0.259
H 0.825 1.164 -1.361
H -1.746 -0.522 1.852
*
```

Its HOMO energy (alpha / beta) is -0.2480 / -0.3871 Eh. The value obtained for the orbital gap (alpha / beta) is 7.1 / 7.6 eV. The calculation puts the lowest unoccupied orbital energy (alpha / beta) at 0.335 / -2.898 eV. Its maximum force is 5.35 eV/Å.


What are the energy relative to the best compared isomer or geometry (same formula, charge and spin) values for these records? In order: 694.14 221.10 118.46 268.68 kJ/mol.